No. 1
10
Properties=species:S:1:pos:R:3:lowdin_charge:R:1 method="wB97M-V/def2-TZVPD" total_charge=0 largest_force_ev_per_a=9.3 homo_lumo_gap_ev=11.3 lumo_energy_ev=-1.1 multiplicity=1
S -1.112 0.476 0.334 0.696
S 0.952 -0.342 -0.727 0.696
F 0.824 -0.519 1.759 0.034
F -1.566 1.396 1.534 -0.123
F 2.095 -1.354 -0.208 -0.130
O -1.917 -0.733 0.493 -0.221
O 1.533 0.616 -1.698 -0.222
O -1.262 1.301 -0.885 -0.215
O -0.106 -1.140 -1.352 -0.249
N 0.558 0.299 0.749 -0.265

No. 2
17
Properties=species:S:1:pos:R:3:lowdin_charge:R:1 method="wB97M-V/def2-TZVPD" total_charge=0 largest_force_ev_per_a=4.8 homo_lumo_gap_ev=10.1 smiles="C=C[Si@](C)(Cl)NC" lumo_energy_ev=0.8 multiplicity=1
Cl -2.345 1.246 -0.654 0.438
Si -0.721 0.526 0.168 -0.012
N 0.758 1.180 -0.343 -0.184
C 0.123 -2.328 0.182 -0.111
C -0.772 -1.412 -0.312 -0.274
C -0.773 0.748 2.077 -0.179
C 1.143 1.002 -1.738 -0.175
H 0.159 0.728 2.603 0.020
H -1.285 -1.721 -1.363 0.084
H -1.471 0.063 2.567 0.036
H -1.244 1.656 2.164 -0.027
H 0.808 0.022 -2.067 0.055
H 0.743 -2.019 1.057 0.047
H 2.197 0.807 -1.783 0.076
H 0.808 1.677 -2.458 0.052
H 0.260 -3.363 -0.303 0.069
H 1.613 1.188 0.203 0.084

No. 3
101
Properties=species:S:1:pos:R:3:lowdin_charge:R:1 method="wB97M-V/def2-TZVPD" total_charge=+1 largest_force_ev_per_a=5.9 homo_lumo_gap_ev="6.1 / 4.0" lumo_energy_ev="-2.0 / -4.1" s2=6.009 multiplicity=5
V 0.545 0.318 -0.774 0.983
O 2.418 0.514 0.405 -0.115
O 0.977 2.432 -1.450 -0.192
O 1.935 -0.203 -2.717 -0.101
O -1.225 0.075 -2.059 -0.127
O -0.285 -1.849 -0.165 -0.349
O -0.447 1.434 0.979 -0.119
N -0.518 -3.315 -0.230 -0.105
N -0.891 2.257 2.098 0.037
C -2.221 2.035 2.688 -0.448
C -2.367 2.575 4.116 -0.149
C -0.891 4.610 1.190 -0.009
C 3.802 0.270 0.460 -0.448
C -1.893 3.988 4.269 -0.195
C -3.411 2.547 1.831 0.007
C -0.306 3.603 2.176 -0.481
C 1.647 -4.201 1.148 -0.039
C -0.930 -6.068 0.273 -0.228
C -0.546 4.205 3.610 -0.135
C 1.711 -3.794 -1.355 -0.060
C 1.193 3.597 2.064 -0.025
C -2.937 -2.923 0.322 -0.057
C -3.033 0.248 -3.629 -0.022
C 4.134 -1.135 1.033 -0.022
C 2.041 3.345 -1.543 -0.084
C -1.412 -3.584 2.136 -0.031
C -1.892 2.427 -2.729 -0.027
C 1.484 -1.129 -4.956 -0.044
C -1.664 -3.713 0.632 -0.518
C 0.303 -5.692 -0.496 -0.138
C -2.343 0.466 2.856 -0.024
C 0.725 -4.191 -0.187 -0.403
C -2.276 0.957 -2.517 -0.418
C -2.089 -5.159 0.248 -0.161
C 2.484 1.138 -4.714 -0.047
C 4.561 1.395 1.179 -0.025
C 1.488 0.133 -4.103 -0.389
H -2.286 -0.109 1.932 0.054
H -0.573 5.282 3.777 0.132
H -1.601 3.048 -1.882 0.056
H 1.135 -6.324 -0.183 0.116
H -2.577 -5.189 -0.726 0.120
H -1.628 3.961 5.326 0.127
H 2.494 -1.481 -5.168 0.088
H -1.176 -2.534 2.309 0.070
H -0.263 5.502 1.208 0.096
H -4.295 2.046 2.223 0.097
H -0.568 -4.154 2.525 0.060
H -3.706 -3.263 1.015 0.085
H -3.286 2.286 0.780 0.080
H 2.811 3.021 -0.843 0.076
H -2.988 0.975 -1.691 0.131
H 2.172 0.657 1.322 0.100
H 2.304 1.345 -5.769 0.091
H -0.740 -6.139 1.344 0.109
H -3.396 2.709 4.450 0.133
H 0.223 3.773 4.250 0.122
H 1.686 4.291 -1.134 0.096
H -2.841 -1.870 0.585 0.048
H 3.900 -1.262 2.090 0.090
H 1.608 2.802 2.684 0.097
H 3.544 0.900 -4.619 0.089
H -3.494 3.629 1.934 0.073
H -2.741 2.942 -3.178 0.090
H 2.894 -0.249 -2.716 0.092
H -1.956 1.896 4.863 0.128
H 0.241 2.996 -1.200 0.043
H -3.261 -2.925 -0.719 0.081
H 4.408 2.313 0.613 0.069
H 0.901 -1.954 -4.547 0.083
H 2.481 2.131 -4.264 0.053
H -2.454 -0.399 -4.288 0.090
H -3.718 -0.443 -3.138 0.091
H 1.366 -4.939 1.900 0.062
H -3.278 0.104 3.284 0.099
H 1.579 4.563 2.389 0.109
H 2.625 -4.387 -1.392 0.077
H 1.244 -3.739 -2.338 0.069
H 3.584 -1.971 0.600 0.054
H 5.145 -1.465 0.795 0.089
H 1.360 3.431 0.999 0.057
H 4.117 0.278 -0.584 0.133
H -3.574 1.020 -4.176 0.091
H 2.091 -2.783 -1.209 0.036
H -2.770 -5.480 1.036 0.120
H -0.852 4.397 0.122 0.072
H -2.531 4.791 3.902 0.120
H 0.508 0.609 -4.135 0.124
H -1.819 5.083 1.509 0.088
H 2.703 -4.310 0.898 0.060
H 1.588 -3.238 1.655 0.057
H 0.064 -5.906 -1.537 0.115
H 5.615 1.148 1.302 0.094
H 1.149 -0.857 -5.957 0.087
H -1.447 0.101 3.359 0.089
H 4.154 1.547 2.179 0.084
H -2.274 -3.987 2.667 0.085
H -1.519 -0.802 -2.318 0.099
H 2.340 3.437 -2.588 0.084
H -1.159 -7.061 -0.115 0.116
H -1.132 2.591 -3.494 0.083

No. 4
122
Properties=species:S:1:pos:R:3:lowdin_charge:R:1 method="wB97M-V/def2-TZVPD" total_charge=0 largest_force_ev_per_a=7.1 homo_lumo_gap_ev=9.1 smiles="COCCCCCC[C@H]1NC(=O)[C@@H](CCCOC(C)=O)[C@@]1(C)P(O)Br.c1ccncc1.c1ccncc1.c1ccncc1.c1ccncc1.c1ccncc1.c1ccncc1" lumo_energy_ev=0.1 multiplicity=1
Br 2.988 2.982 4.731 0.448
P 1.206 1.980 3.731 0.691
O -2.632 -1.929 -3.664 -0.180
O 0.026 2.154 4.821 -0.328
O 3.497 -2.636 3.240 0.137
O 2.709 2.988 0.151 0.010
O 2.061 4.610 1.445 0.171
N -4.049 1.608 -5.873 0.041
N 8.087 5.718 5.066 0.050
N 1.256 -2.441 -6.066 0.059
N 0.294 -7.529 5.634 0.051
N -1.893 3.733 -3.127 0.066
N -5.653 -0.326 -0.389 0.058
N 1.412 -2.030 3.722 0.121
C -4.550 1.321 -8.197 -0.072
C 0.783 -1.622 0.916 -0.172
C -4.917 0.846 1.569 -0.069
C 1.995 -4.337 -7.328 -0.074
C 6.432 6.994 3.897 -0.073
C 1.574 -5.651 4.876 -0.070
C 1.787 3.732 0.780 -0.643
C 0.078 -0.795 1.973 -0.118
C 7.304 4.654 4.936 -0.158
C 0.832 -4.801 5.678 -0.089
C 2.973 0.826 1.175 -0.177
C 6.072 4.673 4.296 -0.104
C 7.647 6.861 4.551 -0.161
C -2.980 4.700 -1.222 -0.077
C -0.240 -2.033 -0.163 -0.192
C 1.618 0.190 3.885 -0.535
C 0.644 -0.841 3.401 -0.293
C -1.886 -1.990 -2.477 -0.288
C 3.733 0.048 2.252 -0.092
C 3.017 -0.290 3.582 -0.189
C -1.885 4.518 -2.054 -0.180
C -0.432 -1.951 -2.739 -0.162
C 1.540 -0.018 5.474 -0.079
C 1.927 -3.582 -6.167 -0.156
C 2.733 -1.791 3.480 -0.499
C -5.900 -1.314 1.780 -0.074
C 0.617 -2.014 -7.150 -0.155
C 0.424 -2.262 -1.504 -0.173
C -5.105 0.735 0.199 -0.143
C -3.840 0.132 -8.221 -0.078
C -4.152 4.031 -1.533 -0.104
C -0.182 -5.331 6.458 -0.074
C -5.325 -0.203 2.375 -0.084
C 0.391 3.344 0.478 0.021
C 5.628 5.874 3.767 -0.076
C -6.038 -1.323 0.400 -0.157
C -3.372 0.464 -5.912 -0.139
C -3.031 3.095 -3.408 -0.142
C -0.407 -6.698 6.399 -0.161
C -3.987 -2.167 -3.290 -0.083
C 1.262 -7.003 4.892 -0.155
C -4.183 3.214 -2.648 -0.079
C 0.616 -2.692 -8.360 -0.073
C 3.524 2.196 0.991 -0.201
C -4.622 2.018 -7.001 -0.141
C -3.236 -0.308 -7.056 -0.061
C 1.323 -3.879 -8.448 -0.084
H -4.178 -1.720 -2.339 0.057
H 3.770 2.663 1.920 0.077
H -1.188 -7.158 6.995 0.102
H 3.667 -0.034 4.376 0.121
H 7.689 3.736 5.368 0.102
H -2.670 -1.230 -7.028 0.099
H -4.118 -3.231 -3.238 0.087
H -0.946 5.025 -1.856 0.094
H -2.915 5.348 -0.358 0.100
H -5.198 -0.156 3.448 0.104
H -0.977 -1.260 -0.178 0.095
H 0.019 4.028 -0.255 0.057
H -0.786 -4.701 7.097 0.099
H 0.076 -2.297 -9.210 0.100
H 0.394 2.375 0.033 0.079
H 4.594 0.626 2.507 0.109
H 1.078 -2.888 3.318 0.138
H 5.486 3.761 4.226 0.013
H -2.132 -1.121 -1.888 0.114
H -6.481 -2.175 -0.106 0.104
H 0.575 -0.337 5.790 0.078
H -0.190 3.337 1.358 0.059
H -5.033 4.147 -0.913 0.104
H 1.727 0.908 5.968 0.013
H 0.079 -1.078 -7.037 0.099
H 4.672 5.937 3.264 0.104
H 1.202 -2.532 1.291 0.108
H -2.915 0.151 -4.978 0.098
H -5.038 1.701 -9.083 0.101
H -0.660 -2.946 0.185 0.111
H 2.295 -0.679 5.817 0.081
H 2.376 -5.276 4.254 0.097
H 0.698 -3.293 -1.538 0.107
H -4.801 1.534 -0.467 0.079
H -3.036 2.451 -4.283 0.060
H 1.814 -7.706 4.278 0.103
H 2.559 -5.259 -7.352 0.100
H 1.913 0.842 1.285 0.060
H -0.215 -2.684 -3.491 0.099
H -3.759 -0.443 -9.135 0.104
H 2.436 -3.906 -5.265 0.103
H 0.033 0.217 1.612 0.095
H 4.118 -0.830 1.804 0.104
H 4.446 2.089 0.473 0.129
H 3.169 0.326 0.256 0.110
H 1.043 -3.739 5.694 0.089
H 6.125 7.951 3.500 0.100
H 1.338 -1.724 -1.602 0.099
H 8.308 7.712 4.671 0.101
H 1.546 -1.092 0.400 0.078
H -4.462 1.732 1.990 0.101
H 1.349 -4.438 -9.374 0.105
H -0.238 -0.872 3.996 0.129
H -0.113 -1.015 -3.126 0.110
H 0.138 2.988 5.290 0.053
H -0.928 -1.142 2.008 0.106
H -5.080 2.676 -2.926 0.105
H -6.234 -2.155 2.371 0.101
H -2.167 -2.826 -1.863 0.123
H -4.621 -1.722 -4.017 0.075
H -5.165 2.955 -6.937 0.107